1.
Below is 3 unconnected molecules or ions with the total composition C11H26N4O6P, with properties calculated with ωB97M-V/def2-TZVPD.

Atoms and positions in Å:
H 3.558 -4.092 3.196
H -0.407 2.585 -4.400
O 1.532 -4.015 -1.620
O -2.128 1.220 2.898
H -0.918 0.156 -0.972
C -3.189 1.794 2.900
H -1.860 2.064 -2.131
N 1.861 0.533 -3.953
N -1.006 2.450 -1.751
C -3.884 0.801 4.903
O -4.151 1.680 3.793
C 0.861 1.005 -4.988
H -3.513 -0.154 4.534
H 2.747 0.912 -4.277
C -2.581 2.906 0.984
H -3.322 2.385 6.245
H -3.022 3.512 0.201
N 1.294 1.102 -1.640
C 0.643 2.525 -4.651
H 2.027 0.614 -1.132
P -0.243 1.381 -0.915
H 2.269 -5.079 2.484
H -0.052 0.464 -4.784
H 4.377 -5.234 1.160
H 0.269 -3.370 -3.082
H -2.231 1.969 0.556
C 0.725 -2.985 -2.175
C 2.904 -4.206 2.332
O 2.907 -4.628 -0.082
C 3.728 -4.367 1.074
H 1.336 -2.117 -2.416
O -3.586 2.654 1.955
H 1.225 3.443 -2.808
H -1.955 1.593 5.471
H -2.822 0.767 6.768
H 0.837 3.215 -5.459
C 1.532 1.450 -2.906
N 1.431 2.658 -3.418
H -4.853 0.624 5.362
H 1.281 0.751 -5.946
O 2.295 -2.455 -0.183
H -0.054 -2.711 -1.462
C -2.938 1.423 5.906
C 2.254 -3.597 -0.578
H 4.358 -3.498 0.887
H -0.043 1.754 0.416
H 2.257 -3.332 2.273
H -1.749 3.452 1.430

Atoms 1-3, force components in eV/Å:
H 0.0 0.0 0.0
H -0.1 0.6 0.3
O 0.0 0.1 0.0

Kohn-Sham gap (eV): 8.359
Energy above the lowest of the compared OMol25 structures with the same formula, charge and spin (kJ/mol): 0.0
HOMO energy (eV): -13.00
Largest force on an atom (eV Å⁻¹): 1.944
Total charge: +1
Calculated total energy (eV): -39355.21554

Atomic partial charges in e from the Löwdin method, atoms 1 to 4: 0.084, 0.102, 0.020, 0.104


2.
Below is a molecular structure, C11H27AuCl2N2OP2, with properties calculated with ωB97M-V/def2-TZVPD.

Atoms and positions in Å:
H 0.093 0.948 6.100
O -1.188 -1.756 -3.536
H 1.467 -4.328 -1.137
H -2.193 2.258 4.152
H -2.468 3.306 -0.147
H -2.800 1.573 -0.450
C -2.078 2.286 -0.036
H -1.175 -3.011 0.529
H -2.708 0.571 4.396
C 0.478 0.682 5.117
H 0.646 3.189 0.872
C 0.607 3.317 -0.217
P 0.975 -2.203 -0.108
H 0.197 -3.388 -2.023
C -0.219 -1.502 -5.759
H 0.615 -2.179 -5.974
Au 0.461 -0.031 -0.766
H -1.681 1.891 -2.981
N -0.236 0.339 1.735
H 0.052 2.221 -3.228
Cl 2.723 0.725 -1.294
H 1.920 -2.923 -2.176
H 1.324 1.335 4.863
H 0.005 -0.543 -6.232
P -0.515 2.078 -0.916
C -0.831 2.496 -2.644
C -0.344 -1.329 -4.285
H -1.839 1.431 5.704
C -0.409 0.575 2.875
H 3.229 -1.429 0.170
H 2.409 -1.651 1.740
H -1.060 3.562 -2.778
C -1.915 1.300 4.621
C -0.213 -2.910 1.047
H 3.019 -3.090 0.842
H 0.273 4.334 -0.463
N -0.607 0.830 4.147
H -1.926 2.063 1.026
C 1.162 -3.336 -1.499
H -0.328 -2.235 1.905
H 0.848 -0.351 5.139
H -1.147 -1.910 -6.163
H 0.127 -3.899 1.383
C 2.570 -2.093 0.747
Cl 1.066 -0.374 -3.682
H 1.614 3.156 -0.614

Atoms 1-3, force components in eV/Å:
H 0.1 -0.1 -0.2
O 1.8 1.0 -1.0
H -0.1 0.3 0.0

Kohn-Sham gap (alpha / beta) (eV): 10.089 / 4.324
Energy above the lowest of the compared OMol25 structures with the same formula, charge and spin (kJ/mol): 0.0
HOMO energy (alpha / beta) (eV): -15.25 / -15.22
Largest force on an atom (eV Å⁻¹): 2.309
Total charge: +2
⟨S²⟩: 2.009
Multiplicity: 3
Calculated total energy (eV): -64171.47409

Atomic partial charges in e from the Löwdin method, atoms 1 to 4: 0.095, 0.035, 0.084, 0.099


3.
Below is a molecular structure, C11H28BBr10NO6P2, with properties calculated with ωB97M-V/def2-TZVPD.

Atoms and positions in Å:
H 1.295 0.369 3.919
H -3.385 -5.694 -1.390
H -1.039 -1.313 -0.254
H 4.503 -0.628 0.328
H -6.518 7.699 3.112
Br -1.289 -4.487 -0.889
C 1.925 1.084 3.400
H 1.408 -3.342 -6.136
C 3.311 0.561 3.137
B 4.734 -0.777 -1.577
H 3.885 0.521 4.060
Br -4.322 7.739 1.948
H 1.974 2.007 3.974
H 2.007 -0.589 -0.407
C 3.234 -3.666 0.348
C -2.564 3.330 2.341
H 3.772 -4.601 0.472
H -2.621 5.441 1.988
H 3.851 1.149 2.401
H -3.067 3.451 3.298
Br -3.290 -4.355 2.199
C -3.865 -4.542 0.351
P 3.167 -2.593 -2.012
H -5.308 8.611 4.035
H -2.652 -6.322 0.098
H 1.139 -1.891 -8.274
H -1.505 3.154 2.506
H 3.239 -3.140 1.310
Br -3.296 1.694 1.586
H -3.845 4.543 1.079
Br 1.013 1.556 1.752
C -5.215 6.498 4.367
H -4.153 6.346 4.530
C -2.830 4.517 1.458
C -5.502 7.689 3.492
P 0.911 -1.223 -1.000
O 3.671 -1.095 -2.474
Br 3.285 -1.282 2.480
O 3.547 -3.649 -2.925
H 6.271 -1.913 -1.274
N -0.149 -1.727 0.010
C 2.066 -2.536 -6.446
H -3.939 -3.540 -0.058
Br -0.370 -1.025 -6.525
H 0.372 -0.392 -1.993
H -5.718 6.600 5.326
O 6.011 -1.196 -1.862
H 2.200 -3.884 0.089
O 1.592 -2.485 -1.844
H 1.926 -0.580 -7.373
O 4.478 -0.038 -0.439
Br -5.906 4.850 3.597
C -2.933 -5.422 -0.438
H 2.911 -2.950 -6.993
Br -1.647 4.538 -0.089
H -4.856 -4.987 0.403
O 3.900 -2.806 -0.609
Br 2.827 -1.775 -4.829
C 1.360 -1.501 -7.282

Atoms 1-3, force components in eV/Å:
H 0.0 0.0 0.0
H -0.1 0.0 0.0
H -0.2 -0.4 0.3

Kohn-Sham gap (eV): 9.253
HOMO energy (eV): -9.02
Largest force on an atom (eV Å⁻¹): 2.649
Calculated total energy (eV): -745320.58804

Atomic partial charges in e from the Löwdin method, atoms 1 to 4: 0.057, 0.054, -0.030, 0.023


4.
Below is 2 unconnected molecules or ions with the total composition C11H28BNO2, with properties calculated with ωB97M-V/def2-TZVPD.

Atoms and positions in Å:
C -0.254 2.544 -2.921
H -0.663 -1.673 1.541
C -1.154 -2.996 -0.055
C 3.318 -2.847 1.077
H -1.873 4.028 -0.980
C -0.810 1.248 -2.347
H -0.009 2.363 -3.970
C 0.839 -3.198 1.527
H 3.286 -3.497 1.951
H -0.186 4.478 -1.300
H -1.077 0.650 1.664
H 0.668 0.531 -0.137
H -2.240 -3.049 -0.037
H 4.631 -3.057 -0.908
H -0.785 -3.938 -0.458
N -1.128 1.212 -0.926
H -1.206 -3.240 2.079
H -0.888 -2.203 -0.750
H 1.102 -3.119 2.583
H 3.931 -1.984 1.328
H 0.672 2.850 -2.418
H -1.829 1.914 -0.723
H -2.902 3.556 2.175
C -0.447 1.505 1.401
H 3.585 -4.734 -0.366
H 1.661 -2.458 -0.317
C -0.585 -2.739 1.337
H -2.663 1.910 2.793
H -1.719 1.003 -2.900
C -2.517 2.568 1.931
B 3.864 -3.590 -0.161
H -1.512 5.407 -2.027
O -1.146 2.721 1.630
C 0.007 1.398 -0.036
C 1.869 -2.396 0.754
H 0.595 2.299 -0.262
H 0.917 -4.254 1.257
C -1.185 4.408 -1.742
H 1.757 -1.348 1.031
O -1.177 3.614 -2.910
H -0.087 0.451 -2.553
H 0.430 1.498 2.056
H -3.089 2.163 1.088

Atoms 1-3, force components in eV/Å:
C 0.1 0.0 0.0
H 0.0 0.2 0.2
C 0.1 0.0 0.0

Kohn-Sham gap (eV): 9.236
HOMO energy (eV): -8.74
SMILES: COCCNCCOC.BCCCCC
Largest force on an atom (eV Å⁻¹): 0.566
Calculated total energy (eV): -18120.21142

Atomic partial charges in e from the Löwdin method, atoms 1 to 4: -0.229, 0.085, -0.101, -0.230


5.
Below is a molecular structure, C11H28BrCuO11S3, with properties calculated with ωB97M-V/def2-TZVPD.

Atoms and positions in Å:
C 3.158 2.340 -4.412
H -0.596 -3.836 1.820
C -4.876 0.971 -0.286
O 2.407 0.384 -0.679
H 1.893 -3.660 2.425
H -2.740 1.391 -2.618
C -2.535 1.574 4.112
H 5.170 -0.672 -0.242
C 3.125 1.272 -3.309
H -4.139 0.289 -3.022
H 2.115 1.023 -2.992
O -0.464 -3.030 -0.112
H 5.678 -0.068 -1.841
H -4.027 1.665 -0.349
H 1.578 -0.402 3.308
H -0.525 0.964 4.847
H 2.644 2.005 -5.313
H 3.663 0.390 -3.666
C -4.331 -0.468 -0.269
O -0.988 -0.717 -1.939
C -1.422 0.545 4.387
H -2.654 0.207 -3.971
H -4.873 -1.099 -0.974
H 4.220 -1.160 -1.696
C 1.575 0.567 2.820
O -0.430 2.118 2.014
H 4.138 2.730 -4.677
H -2.190 2.468 3.602
C 1.379 -2.954 1.757
H -1.860 -0.291 4.927
C 0.130 -3.556 1.038
H -3.394 1.183 3.576
S 3.696 0.979 -0.830
Br 1.808 -2.266 -2.890
H -2.740 1.808 5.165
H -5.219 1.283 0.701
H 0.958 -2.138 2.389
H 1.859 1.410 3.451
O 2.227 -2.267 0.907
C 4.833 -0.383 -1.237
H 2.276 0.666 1.991
O -0.932 -0.078 3.176
S -2.412 -0.911 -1.979
O -2.924 -0.453 -0.500
C -3.059 0.422 -2.981
H 2.573 3.168 -4.004
O -0.013 -0.032 0.864
H -5.477 1.235 -1.154
S -0.056 0.721 2.081
H 0.497 -4.558 0.743
O 4.205 1.813 0.226
H -4.630 -0.837 0.711
O -2.995 -2.203 -2.213
Cu 0.876 -1.428 -0.687
O 3.821 1.877 -2.196

Atoms 1-3, force components in eV/Å:
C -1.1 0.2 0.7
H -0.4 0.6 0.1
C 1.4 0.8 0.1

Kohn-Sham gap (alpha / beta) (eV): 5.796 / 5.691
Energy above the lowest of the compared OMol25 structures with the same formula, charge and spin (kJ/mol): 102.6
HOMO energy (alpha / beta) (eV): -3.55 / -3.44
Largest force on an atom (eV Å⁻¹): 3.273
Total charge: -1
⟨S²⟩: 0.757
Multiplicity: 2
Calculated total energy (eV): -181568.84219

Atomic partial charges in e from the Löwdin method, atoms 1 to 4: -0.070, 0.086, -0.080, -0.324


6.
Below is a molecular structure, C11H29AuN2SiTe, with properties calculated with ωB97M-V/def2-TZVPD.

Atoms and positions in Å:
H -1.988 -0.983 3.523
H 3.644 1.596 -0.015
C -1.672 -0.079 -1.363
H -4.153 -0.185 2.274
H -0.281 -0.148 -3.037
H 4.947 0.805 -2.426
H -2.072 -3.048 0.024
H 6.736 -0.398 -1.019
H -1.558 2.550 0.967
H 5.448 -2.138 -0.091
H -0.601 0.051 3.393
H -4.064 1.544 2.631
H -0.284 1.898 1.955
C -1.388 2.010 1.895
H -4.110 1.031 0.964
H 0.192 1.090 -1.849
C 4.976 0.851 -1.336
H -2.163 1.455 -2.633
H 5.559 1.823 -1.211
H 0.507 -0.687 -1.642
H -2.152 1.983 -0.910
H 4.847 -1.906 -1.527
Te 0.628 -1.440 1.267
H 2.958 1.269 -1.496
Si -1.631 -0.594 0.410
H -1.614 -2.199 -1.882
Au 2.906 -1.004 0.088
H 5.956 0.015 0.446
C -0.245 0.053 -1.976
H -2.152 0.706 4.049
H -2.541 -2.688 1.635
C -2.466 1.175 -1.615
N 4.941 -1.451 -0.617
H -1.652 2.494 2.870
C -2.220 -1.303 -2.091
H -2.244 -1.133 -3.163
C -1.703 0.012 3.285
C -3.669 0.749 1.910
C -2.114 0.573 1.920
N 3.654 0.921 -0.768
C 5.720 -0.260 -0.603
C -2.533 -2.265 0.609
H -3.190 -1.601 -1.645
H -3.540 1.027 -1.607
H -3.620 -2.174 0.405

Atoms 1-3, force components in eV/Å:
H -0.5 -1.0 0.0
H -0.2 0.0 0.1
C 1.4 -0.9 -0.6

Kohn-Sham gap (alpha / beta) (eV): 3.402 / 5.931
Energy above the lowest of the compared OMol25 structures with the same formula, charge and spin (kJ/mol): 143.7
HOMO energy (alpha / beta) (eV): -2.81 / -7.48
Largest force on an atom (eV Å⁻¹): 3.292
⟨S²⟩: 2.010
Multiplicity: 3
Calculated total energy (eV): -33717.48100

Atomic partial charges in e from the Löwdin method, atoms 1 to 4: 0.053, 0.068, -0.684, 0.081


Which of these has the highest largest force on an atom? C11H29AuN2SiTe